Below is one molecule with the formula C5H6O, with properties calculated with ωB97M-V/def2-TZVPD.

Output
Total charge ... 0
Lowest unoccupied orbital energy ... 0.02585 hartree
Structure (SMILES) ... O=C1C=CCC1
Frontier orbital gap ... 10.2 eV

Cartesian coordinates (Å):
1 O -0.799 -2.381 0.297
2 C -0.341 -1.268 0.157
3 C 1.095 -0.898 0.099
4 C 1.212 0.420 -0.090
5 C -0.110 1.149 -0.055
6 C -1.145 0.016 -0.051
7 H 1.892 -1.627 0.189
8 H 2.151 0.945 -0.229
9 H -0.232 1.851 -0.888
10 H -0.154 1.747 0.866
11 H -1.912 0.115 0.719
12 H -1.657 -0.067 -1.015

***

Below is one molecule with the formula C5H6O, with properties calculated with ωB97M-V/def2-TZVPD.

Output
Total charge ... 0
Lowest unoccupied orbital energy ... 0.02959 hartree
Structure (SMILES) ... C=C=COC=C
Frontier orbital gap ... 9.1 eV

Cartesian coordinates (Å):
1 C -0.393 3.052 0.459
2 C -0.448 1.763 0.125
3 C -0.498 0.538 -0.314
4 O 0.105 -0.479 0.387
5 C 0.097 -1.659 -0.282
6 C 0.953 -2.693 0.120
7 H 0.583 3.513 0.601
8 H -1.353 3.537 0.703
9 H -1.140 0.363 -1.163
10 H -0.547 -1.780 -1.151
11 H 1.638 -2.506 0.957
12 H 1.002 -3.648 -0.441

***

Below is one molecule with the formula C5H6O, with properties calculated with ωB97M-V/def2-TZVPD.

Output
Total charge ... 0
Lowest unoccupied orbital energy ... 0.01455 hartree
Structure (SMILES) ... C#CC(=O)CC
Frontier orbital gap ... 10.7 eV

Cartesian coordinates (Å):
1 C 2.924 -0.188 0.846
2 C 1.923 -0.138 0.175
3 C 0.661 -0.083 -0.570
4 O 0.613 -0.294 -1.762
5 C -0.545 0.268 0.277
6 C -1.868 -0.045 -0.406
7 H 3.820 -0.236 1.428
8 H -0.451 -0.244 1.242
9 H -0.461 1.342 0.503
10 H -2.703 0.339 0.188
11 H -2.003 -1.125 -0.524
12 H -1.909 0.404 -1.399

***

Below is one molecule with the formula C5H6O, with properties calculated with ωB97M-V/def2-TZVPD.

Output
Total charge ... 0
Lowest unoccupied orbital energy ... -0.02773 hartree
Frontier orbital gap ... 9.6 eV

Cartesian coordinates (Å):
1 C -0.701 0.303 -0.101
2 C -0.771 1.594 -0.275
3 C 0.686 -0.311 -0.104
4 C -1.814 -0.697 0.045
5 C 1.797 0.684 0.057
6 O 0.843 -1.496 -0.196
7 H -2.624 -0.275 0.636
8 H -1.425 -1.597 0.516
9 H -2.198 -0.966 -0.942
10 H 2.086 0.703 1.109
11 H 1.448 1.676 -0.231
12 H 2.672 0.383 -0.515

***

Below is a 2-piece molecular cluster, C5H6O overall, with properties calculated with ωB97M-V/def2-TZVPD.

Output
Total charge ... 0
Lowest unoccupied orbital energy (spin up / spin down) ... -0.01856 / -0.03577 hartree
Frontier orbital gap (spin up / spin down) ... 6.4 / 5.7 eV

Cartesian coordinates (Å):
1 C 1.556 -0.909 0.359
2 C 0.706 0.232 0.803
3 O 0.652 0.973 1.674
4 C -1.418 1.540 -0.296
5 C -1.230 0.242 -0.646
6 C -0.930 -0.979 -0.816
7 H 2.451 -0.856 0.992
8 H 1.785 -0.846 -0.703
9 H 0.986 -1.820 0.525
10 H -1.052 2.361 -0.905
11 H -2.140 1.790 0.482
12 H -1.367 -1.728 -1.467

***

Below is a 2-piece molecular cluster, C5H6O overall, with properties calculated with ωB97M-V/def2-TZVPD.

Output
Total charge ... 0
Lowest unoccupied orbital energy ... -0.01575 hartree
Frontier orbital gap ... 9.5 eV

Cartesian coordinates (Å):
1 C -1.057 1.063 0.086
2 C -0.549 -0.354 0.079
3 O -0.882 -1.120 0.959
4 C 0.493 -0.835 -0.923
5 C 1.571 -0.241 -0.121
6 C 1.964 0.506 0.827
7 H -2.132 0.903 0.011
8 H -0.686 1.709 -0.713
9 H -0.857 1.532 1.057
10 H 0.339 -0.479 -1.948
11 H 0.536 -1.930 -0.887
12 H 1.259 -0.755 1.573

***

Below is one molecule with the formula C5H6O, with properties calculated with ωB97M-V/def2-TZVPD.

Output
Total charge ... 0
Lowest unoccupied orbital energy ... 0.02847 hartree
Structure (SMILES) ... C#C[C@@H](C)C=O
Frontier orbital gap ... 10.5 eV

Cartesian coordinates (Å):
1 C -2.219 0.092 -0.440
2 C -1.163 0.136 0.137
3 C 0.248 0.001 0.596
4 C 0.832 -1.056 -0.370
5 C 0.678 1.445 0.418
6 O -0.038 2.144 -0.257
7 H -3.119 -0.328 -0.808
8 H 0.445 -0.344 1.631
9 H 0.280 -1.986 -0.192
10 H 0.621 -0.744 -1.395
11 H 1.899 -1.259 -0.252
12 H 1.537 1.899 0.933

***

Below is C5H6O as an isolated structure, with properties calculated with ωB97M-V/def2-TZVPD.

Output
Total charge ... 0
Lowest unoccupied orbital energy ... 0.02805 hartree
Frontier orbital gap ... 9.4 eV

Cartesian coordinates (Å):
1 O -0.721 2.151 -0.585
2 C -0.262 1.068 -0.322
3 C -0.092 0.476 1.080
4 C 0.145 -0.986 0.772
5 C 0.401 -1.311 -0.576
6 C 0.235 0.007 -1.309
7 H -0.945 0.692 1.728
8 H 0.799 0.914 1.551
9 H 0.261 -1.722 1.569
10 H -0.727 -1.581 0.083
11 H 1.246 0.292 -1.638
12 H -0.371 -0.037 -2.218

***

Below is one molecule with the formula C5H6O, with properties calculated with ωB97M-V/def2-TZVPD.

Output
Total charge ... 0
Lowest unoccupied orbital energy ... 0.03836 hartree
Structure (SMILES) ... C#CC[C@H]1CO1
Frontier orbital gap ... 11.2 eV

Cartesian coordinates (Å):
1 C -1.056 1.095 2.267
2 C -0.584 1.010 1.163
3 C -0.018 0.932 -0.187
4 C 0.827 -0.306 -0.409
5 C 0.246 -1.513 -0.989
6 O 1.050 -0.634 -1.768
7 H -1.452 1.173 3.255
8 H 0.598 1.822 -0.368
9 H -0.826 0.938 -0.927
10 H 1.698 -0.401 0.240
11 H -0.816 -1.520 -1.228
12 H 0.693 -2.486 -0.796

***

Below is C5H6O as an isolated structure, with properties calculated with ωB97M-V/def2-TZVPD.

Output
Total charge ... 0
Lowest unoccupied orbital energy ... 0.02127 hartree
Frontier orbital gap ... 9.8 eV

Cartesian coordinates (Å):
1 C 1.586 -2.433 0.425
2 C 0.505 -1.481 0.544
3 C -0.361 0.503 0.307
4 C -1.077 1.579 -0.449
5 C -1.637 2.452 -1.040
6 H 1.221 -3.410 1.132
7 H 2.794 -2.045 -0.054
8 H -0.570 -1.586 1.315
9 H -1.008 -0.239 0.672
10 H 0.135 0.998 1.189
11 H -2.867 3.107 -1.607
12 O 0.775 -0.068 -0.171

***

Ordered relative energy (zero: lowest compared OMol25 entry of this formula, charge and spin) results: 0.5 78.8 39.1 78.2 134.9 125.1 62.5 75.7 63.0 217.9; unit kcal per mole.
Ordered max |F| results: 0.483 4.741 0.620 0.759 1.228 4.065 1.547 0.464 0.509 6.963; unit eV/Å.
Ordered electronic energy results: -269.345452 -269.220643 -269.283897 -269.221687 -269.131209 -269.146895 -269.246597 -269.225554 -269.245899 -268.998980; unit a.u..